{"formula": "C7H10N", "method": "ωB97M-V with the def2-TZVPD basis set", "largest_force_ev_per_a": 4.2, "total_energy_ha": -327.02348, "homo_lumo_gap_ev": [7.13, 7.00], "e_homo_ev": [-12.208, -12.088], "relative_energy_kcal_mol": 111.4, "total_charge": 1, "lumo_ha": [-0.1865, -0.1868], "symbols": ["C", "C", "C", "C", "C", "C", "C", "N", "H", "H", "H", "H", "H", "H", "H", "H", "H", "H"], "coordinates": [[-1.069, 0.075, -2.338], [-0.038, -0.098, -0.343], [-1.509, 1.187, -1.460], [-0.758, 1.122, -0.109], [-0.113, -1.423, 1.667], [-0.012, -0.559, -1.635], [1.949, -0.396, 0.983], [0.499, -0.749, 0.831], [-1.331, 2.147, -1.969], [-2.562, 1.014, -1.252], [-1.510, 1.136, 0.727], [0.007, 1.915, 0.043], [-1.226, -1.609, 1.353], [0.434, -1.947, 2.505], [2.196, -0.187, 0.005], [1.928, 0.633, 1.376], [2.539, -0.932, 1.739], [0.576, -1.329, -2.122]], "lowdin_charge": [0.10, -0.25, -0.20, -0.12, 0.18, -0.03, 0.07, -0.10, 0.14, 0.12, 0.15, 0.15, 0.18, 0.16, 0.08, 0.12, 0.13, 0.12]}